[1]
Computed, not measured: C44H39CeN4O4S as an isolated structure, with ωB97M-V/def2-TZVPD.

The total charge is +1. The total energy is -3093.283150 hartree. As for the LUMO energy: -4.08 eV. The value obtained for the frontier orbital gap is 6.75 eV. The highest occupied orbital energy comes out at -10.830 eV.

```
93
C44H39CeN4O4S (ωB97M-V/def2-TZVPD)
Ce 0.051 -0.437 -0.211
N 3.107 1.178 3.125
C 2.066 0.869 2.335
S 2.073 -0.766 1.703
N 1.192 1.832 2.157
N 0.099 1.498 1.413
C -0.751 2.454 1.216
C -0.558 3.846 1.692
C -0.488 4.866 0.749
C -0.318 6.183 1.153
C -0.245 6.483 2.505
C -0.331 5.467 3.450
C -0.478 4.149 3.048
C -2.027 2.096 0.541
C -3.106 2.959 0.513
C -4.305 2.520 -0.040
C -4.393 1.238 -0.543
C -3.268 0.432 -0.485
N -2.115 0.851 0.034
H 3.880 0.545 3.216
H 3.198 2.127 3.450
H -0.555 4.631 -0.308
H -0.248 6.970 0.415
H -0.119 7.509 2.825
H -0.276 5.702 4.505
H -0.523 3.356 3.782
H -3.017 3.948 0.938
H -5.162 3.181 -0.062
H -5.308 0.855 -0.972
H -3.277 -0.581 -0.867
C 3.653 -2.795 -1.960
C 2.555 -3.498 -2.730
C 3.027 -4.679 -3.528
O 1.521 -3.946 -1.833
C 0.690 -2.858 -1.625
C 0.703 -2.094 -2.980
O 1.879 -2.586 -3.595
C 0.720 -0.540 -2.931
O 1.385 -0.079 -1.745
C 1.444 0.002 -4.166
C 0.937 -0.252 -5.435
C 1.588 0.242 -6.553
C 2.747 0.998 -6.411
C 3.250 1.249 -5.146
C 2.602 0.748 -4.020
C -0.692 0.124 -2.975
C -1.839 -0.496 -3.468
C -2.970 0.254 -3.754
C -2.978 1.628 -3.541
C -1.857 2.252 -3.014
C -0.726 1.501 -2.732
C -0.674 -3.237 -1.005
O -1.265 -1.960 -0.671
C -1.625 -3.983 -1.924
C -1.195 -4.735 -3.012
C -2.118 -5.399 -3.815
C -3.472 -5.322 -3.533
C -3.904 -4.582 -2.438
C -2.988 -3.918 -1.639
C -0.399 -3.999 0.292
C -0.384 -3.349 1.520
C -0.021 -4.018 2.684
C 0.313 -5.359 2.626
C 0.279 -6.025 1.405
C -0.074 -5.353 0.247
H 4.049 -3.456 -1.189
H 3.299 -1.873 -1.499
H 4.461 -2.530 -2.644
H 3.490 -5.416 -2.872
H 3.763 -4.354 -4.262
H 2.186 -5.136 -4.048
H 1.210 -2.220 -0.866
H -0.146 -2.410 -3.582
H 0.032 -0.836 -5.563
H 1.191 0.038 -7.539
H 3.253 1.385 -7.286
H 4.154 1.831 -5.027
H 3.006 0.931 -3.034
H -1.870 -1.564 -3.645
H -3.847 -0.239 -4.154
H -3.857 2.209 -3.789
H -1.850 3.322 -2.851
H 0.180 1.998 -2.401
H -0.141 -4.820 -3.238
H -1.770 -5.980 -4.658
H -4.187 -5.842 -4.156
H -4.960 -4.529 -2.204
H -3.330 -3.351 -0.782
H -0.706 -2.319 1.608
H -0.013 -3.490 3.629
H 0.589 -5.889 3.527
H 0.531 -7.076 1.355
H -0.090 -5.881 -0.697
```


[2]
Computed, not measured: C44H39Cl2N7O4Re as an isolated structure in a non-equilibrium geometry, with ωB97M-V/def2-TZVPD.

As for the multiplicity: 4. The total energy is -3382.969464 hartree. The expectation value of S² is 3.82. As for the LUMO energy (spin up / spin down): -0.62 / -0.88 eV. As for the energy above the lowest of the compared OMol25 structures with the same formula, charge and spin: 70.4 kJ/mol. The value obtained for the frontier orbital gap (spin up / spin down) is 5.69 / 6.58 eV. The highest occupied orbital energy (spin up / spin down) comes out at -6.314 / -7.464 eV.

```
97
C44H39Cl2N7O4Re (ωB97M-V/def2-TZVPD)
Re -0.045 -0.185 -0.517
C 2.938 0.511 -4.240
O 3.456 -0.562 -3.426
C 2.633 -0.671 -2.377
N 1.637 0.116 -2.323
C 1.731 1.061 -3.433
C 1.957 2.476 -2.940
C 1.457 3.549 -3.671
C 1.677 4.851 -3.247
C 2.393 5.090 -2.082
C 2.891 4.024 -1.347
C 2.680 2.722 -1.778
C 2.948 -1.633 -1.322
C 3.737 -2.748 -1.558
C 4.017 -3.580 -0.493
C 3.547 -3.235 0.760
C 2.784 -2.079 0.913
N 2.444 -1.307 -0.127
C 2.407 -1.684 2.286
N 2.111 -0.521 2.677
C 1.928 -0.587 4.127
C 2.131 -2.092 4.465
O 2.483 -2.681 3.203
C 0.600 -0.070 4.637
C 0.411 0.024 6.013
C -0.798 0.465 6.528
C -1.832 0.818 5.673
C -1.644 0.738 4.302
C -0.434 0.295 3.788
H 2.652 0.106 -5.210
H 3.724 1.252 -4.371
H 0.810 1.025 -4.014
H 0.881 3.363 -4.571
H 1.287 5.681 -3.822
H 2.560 6.106 -1.749
H 3.436 4.207 -0.429
H 3.047 1.896 -1.180
H 4.102 -2.939 -2.558
H 4.602 -4.479 -0.633
H 3.767 -3.836 1.630
H 2.718 0.022 4.580
H 1.217 -2.559 4.830
H 2.939 -2.274 5.173
H 1.217 -0.247 6.687
H -0.934 0.533 7.600
H -2.778 1.155 6.078
H -2.441 1.025 3.625
H -0.277 0.257 2.721
Cl -1.007 7.176 0.630
C -0.463 5.538 0.470
C 0.530 5.058 1.334
C 0.956 3.760 1.244
Cl 2.282 3.227 2.204
C 0.371 2.830 0.327
O 0.700 1.589 0.346
C -0.529 3.402 -0.624
C -0.955 2.647 -1.757
O -0.700 1.470 -2.019
C -0.953 4.738 -0.520
H 0.978 5.725 2.058
H -1.545 3.211 -2.497
H -1.659 5.128 -1.243
C -3.892 -0.832 1.265
C -4.164 -0.278 -0.142
C -3.514 1.094 -0.310
C -3.843 -1.351 -1.178
C -4.934 -2.073 -1.637
C -4.808 -3.172 -2.468
C -3.538 -3.571 -2.851
C -2.402 -2.901 -2.440
C -1.056 -3.446 -2.893
C -0.281 -2.474 -3.791
C -0.193 -3.939 -1.721
C -2.531 -1.754 -1.585
N -1.425 -1.119 -1.178
H -4.263 -0.149 2.032
H -2.821 -0.970 1.407
H -4.382 -1.797 1.396
H -5.240 -0.110 -0.227
H -2.465 1.078 -0.016
H -4.016 1.816 0.339
H -3.588 1.441 -1.341
H -5.926 -1.771 -1.319
H -5.685 -3.714 -2.797
H -3.428 -4.438 -3.493
H -1.287 -4.323 -3.505
H -0.070 -1.548 -3.264
H -0.856 -2.238 -4.688
H 0.665 -2.929 -4.100
H 0.168 -3.104 -1.122
H 0.670 -4.496 -2.097
H -0.771 -4.595 -1.069
N -0.661 -2.705 5.474
C -0.719 -2.641 4.318
N -0.826 -2.638 3.020
C -0.496 -1.932 2.054
N -0.204 -1.315 1.096
```